(1)
C23H27N3O6S2 in the gas phase. Source: the OMol25 dataset; level of theory: wB97M-V/def2-TZVPD.

Computed properties:
Energy above the lowest of the compared OMol25 structures with the same formula, charge and spin = 6.94 kcal/mol
DFT total energy = -2304.749132 a.u.
Net charge = 0
HOMO-LUMO gap = 9.07 eV
SMILES string = CCOc1ccccc1CNC(=O)CN1C(=O)CSc2ccc(S(=O)(=O)N3CCOCC3)cc21

Structure (XYZ):
```
61
Properties=species:S:1:pos:R:3:lowdin_charge:R:1
C 5.02762 1.81520 0.29729 -0.06
C 5.46193 0.50155 -0.34447 -0.23
O 4.36933 -0.28435 -0.78088 -0.06
C 3.63695 -1.00224 0.11279 -0.22
C 3.87723 -1.07748 1.47963 -0.02
C 3.06097 -1.85028 2.28943 -0.08
C 2.00317 -2.55856 1.75324 -0.09
C 1.76645 -2.49669 0.38949 -0.04
C 2.56993 -1.73328 -0.43660 -0.13
C 2.29911 -1.62984 -1.91578 -0.10
N 1.75428 -0.32505 -2.24360 0.10
C 0.43797 -0.11817 -2.36730 -0.45
O -0.40044 -1.00068 -2.35620 0.05
C 0.05930 1.36685 -2.49773 -0.02
N -0.03931 1.94787 -1.16457 0.03
C 1.12181 2.37336 -0.60416 -0.48
O 2.17436 2.36599 -1.21819 0.05
C 1.04157 2.82701 0.83089 -0.34
H 0.85495 1.97404 1.48857 0.10
H 1.96990 3.32026 1.11236 0.09
S -0.31417 4.01475 1.03397 0.99
C -1.57331 2.91392 0.47822 -0.45
C -2.83916 2.99028 1.04248 -0.08
C -3.82789 2.10540 0.65538 -0.05
C -3.52736 1.15020 -0.29444 -0.25
C -2.28644 1.07927 -0.88974 0.01
C -1.28327 1.96781 -0.51547 -0.18
H -2.11234 0.31383 -1.62704 0.10
S -4.77682 -0.04787 -0.77311 0.68
O -6.02676 0.38161 -0.21615 -0.28
O -4.67946 -0.25076 -2.18662 -0.27
N -4.42547 -1.50714 -0.05226 -0.23
C -4.58342 -1.56898 1.37741 -0.15
H -4.86508 -2.59312 1.64401 0.13
C -3.27496 -1.15749 2.09688 -0.17
O -2.23330 -0.92864 1.17518 -0.16
C -2.04655 -2.02313 0.30122 -0.17
H -1.19141 -1.76518 -0.32337 0.09
C -3.30442 -2.25725 -0.56546 -0.14
H -3.57313 -3.31937 -0.57563 0.13
H -3.14958 -1.92907 -1.59216 0.11
H -1.81001 -2.92146 0.89073 0.12
H -3.39345 -0.21553 2.63545 0.12
H -2.97131 -1.93996 2.80990 0.12
H -5.40731 -0.90168 1.62718 0.11
H -4.82032 2.13901 1.07419 0.12
H -3.02944 3.74665 1.78790 0.11
H -0.89512 1.47011 -3.01269 0.14
H 0.83780 1.90958 -3.03962 0.13
H 2.37797 0.46392 -2.12374 0.12
H 3.22678 -1.76272 -2.47798 0.13
H 1.56417 -2.37632 -2.22240 0.12
H 0.94895 -3.05240 -0.04496 0.11
H 1.36876 -3.15695 2.38843 0.10
H 3.26151 -1.89315 3.34983 0.10
H 4.69906 -0.54237 1.92804 0.10
H 6.01943 0.70960 -1.26218 0.13
H 6.10834 -0.07640 0.32783 0.12
H 4.32631 2.32187 -0.36081 0.06
H 5.89606 2.44894 0.45362 0.08
H 4.53902 1.64468 1.25377 0.07
```

=====

(2)
A molecular structure, C14H14ClN3O4Se4Sn. Source: the OMol25 dataset; level of theory: wB97M-V/def2-TZVPD.

Computed properties:
Energy above the lowest of the compared OMol25 structures with the same formula, charge and spin = 0.00 kcal/mol
DFT total energy = -11287.374131 a.u.
Net charge = 0
HOMO-LUMO gap (alpha / beta) = 6.11 / 6.00 eV

Structure (XYZ):
```
41
Properties=species:S:1:pos:R:3:lowdin_charge:R:1
Sn 1.24672 -0.06483 -0.68467 1.30
C -2.53678 -3.15486 -0.94013 -0.03
C -1.58716 -2.17377 -0.38731 -0.35
O -0.84388 -1.55540 -1.16340 -0.11
C -1.68189 -1.81879 1.09838 -0.07
C -2.76609 -2.37015 1.81694 -0.06
C -2.99253 -2.04406 3.13484 -0.11
C -2.15842 -1.12222 3.78025 -0.07
C -1.07529 -0.56016 3.07838 0.00
C -0.78531 -0.91628 1.74757 -0.36
O 0.22739 -0.32400 1.19280 -0.26
H -2.39335 -3.27516 -1.99321 0.08
H -3.59134 -2.87327 -0.85354 0.10
H -2.52314 -4.10865 -0.46086 0.09
H -3.40088 -3.04050 1.26877 0.09
H -3.80911 -2.47555 3.76480 0.11
H -2.32365 -0.92670 4.79605 0.08
H -0.39932 0.11007 3.58429 0.11
N 3.21728 -0.56310 1.34459 -0.01
N 3.38149 0.73101 1.83775 -0.01
C 3.02067 1.86046 1.12879 -0.67
O 3.25678 3.00686 1.52036 0.03
O 2.41695 1.55816 -0.01704 -0.31
H 2.65729 -1.08921 1.98912 0.08
H 4.09525 -1.01959 1.15703 0.06
H 4.02557 0.86349 2.57728 0.13
Se 3.99149 -3.27674 -1.25449 0.04
Se 3.32823 -2.67652 -3.25815 -0.04
Se 4.13780 -0.27457 -3.50519 -0.05
Se 5.52762 0.05406 -1.85598 0.09
Cl 0.61370 5.52508 -2.84620 0.68
C -0.13151 3.97210 -2.53400 -0.61
C -1.50647 3.86205 -2.73730 -0.07
C -2.17464 2.69992 -2.33358 -0.03
C -1.41717 1.70623 -1.74336 -0.11
N -0.07556 1.79147 -1.58257 -0.04
C 0.54609 2.93646 -1.93295 -0.13
H -2.03055 4.66280 -3.18774 0.10
H -3.24506 2.66089 -2.47987 0.11
H -1.84659 0.75610 -1.37547 0.11
H 1.60537 2.94685 -1.69093 0.11
```

=====

(3)
C3H4N4S in the gas phase. Source: the OMol25 dataset; level of theory: wB97M-V/def2-TZVPD.

Computed properties:
Energy above the lowest of the compared OMol25 structures with the same formula, charge and spin = 6.68 kcal/mol
DFT total energy = -733.896629 a.u.
Net charge = 0
HOMO-LUMO gap = 9.10 eV
SMILES string = S=CNc1c[nH]nn1

Structure (XYZ):
```
12
Properties=species:S:1:pos:R:3:lowdin_charge:R:1
C 2.22010 -0.57541 0.00204 -0.73
C -0.13214 0.03677 -0.00198 -0.34
C -1.20531 0.88938 -0.00589 -0.03
H 1.82139 -1.58992 0.00430 0.06
H 1.50204 1.30384 -0.00305 0.13
H -1.30538 1.95891 -0.00874 0.12
H -3.22361 0.27389 0.03346 0.14
N 1.22961 0.34074 -0.00100 0.00
N -2.26708 0.04997 -0.00518 0.00
N -1.88121 -1.23024 -0.00309 0.01
N -0.57254 -1.23780 -0.00702 0.06
S 3.81413 -0.22013 -0.00384 0.59
```

=====

(4)
C3H6O2S in the gas phase. Source: the OMol25 dataset; level of theory: wB97M-V/def2-TZVPD.

Computed properties:
Energy above the lowest of the compared OMol25 structures with the same formula, charge and spin = 23.46 kcal/mol
DFT total energy = -666.556653 a.u.
Net charge = 0
HOMO-LUMO gap = 10.06 eV
SMILES string = O=C(O)CCS

Structure (XYZ):
```
12
Properties=species:S:1:pos:R:3:lowdin_charge:R:1
O -0.21933 0.73652 1.93177 0.08
C -0.70585 -0.13836 1.22505 -0.55
O -1.88546 -0.64559 1.59720 0.11
C -0.13094 -0.59255 -0.04648 -0.28
C 0.70786 0.42859 -0.68233 -0.56
S 1.20074 -0.40184 -2.30079 0.67
H -2.00739 -0.09701 2.42043 0.15
H -1.00516 -0.81372 -0.70613 0.14
H 0.39298 -1.55390 0.10090 0.14
H 0.05619 1.37671 -0.86592 0.11
H 1.69537 0.98849 -0.11838 0.16
H 1.90098 0.71267 -2.55531 -0.15
```

=====

(5)
A molecular structure, C20H21BIN9OPd. Source: the OMol25 dataset; level of theory: wB97M-V/def2-TZVPD.

Computed properties:
Energy above the lowest of the compared OMol25 structures with the same formula, charge and spin = 0.00 kcal/mol
DFT total energy = -1793.009937 a.u.
Multiplicity = 4
Net charge = +1
HOMO-LUMO gap (alpha / beta) = 9.63 / 6.58 eV

Structure (XYZ):
```
54
Properties=species:S:1:pos:R:3:lowdin_charge:R:1
Pd 0.37748 -0.97968 0.35011 1.12
C -0.12631 2.94618 2.04565 -0.06
C 0.02615 1.57366 2.23254 -0.15
N 0.17777 0.98115 1.05508 -0.08
N 0.13432 1.92513 0.09894 0.01
C -0.05824 3.12386 0.67878 -0.07
B 0.25595 1.61560 -1.43128 -0.67
N 1.59692 0.86217 -1.68701 0.02
C 2.49623 0.98426 -2.67918 -0.05
C 3.44130 -0.01257 -2.54390 -0.03
C 3.03337 -0.73422 -1.42387 -0.11
N 1.92589 -0.19763 -0.92066 -0.05
N -0.88687 0.64881 -1.84511 0.02
C -1.82357 0.69644 -2.80912 -0.05
C -2.51737 -0.49785 -2.80803 -0.04
C -1.93615 -1.24757 -1.78921 -0.13
N -0.95587 -0.54997 -1.22813 -0.07
N 0.23944 2.92279 -2.17760 -0.03
C 1.25138 3.83520 -2.23201 -0.10
C 0.72235 5.02694 -2.64617 -0.05
C -0.65311 4.75889 -2.80403 -0.14
N -0.94107 3.50621 -2.51201 0.07
H -0.27144 3.70076 2.79761 0.11
H 0.02916 0.99388 3.14104 0.12
H -0.13968 4.01902 0.08491 0.13
H 2.40271 1.76534 -3.41404 0.13
H 4.30259 -0.18685 -3.16333 0.11
H 3.48120 -1.59661 -0.95714 0.11
H -1.93922 1.58372 -3.40451 0.11
H -3.33407 -0.77850 -3.44839 0.11
H -2.17591 -2.23505 -1.42997 0.12
H 2.26096 3.57185 -1.96283 0.12
H 1.24509 5.95127 -2.81804 0.10
H -1.43649 5.42738 -3.12375 0.11
N -3.28831 -2.50870 2.71678 0.19
C -2.77513 -1.38787 2.17898 -0.62
O -1.69953 -1.39017 1.59499 -0.09
C -3.60776 -0.14299 2.40556 -0.56
I -3.32700 1.35770 0.94132 1.00
H -2.77357 -3.36969 2.62872 0.12
H -4.18381 -2.52277 3.17160 0.12
H -3.33037 0.28897 3.36580 0.06
H -4.66732 -0.38252 2.42835 0.05
C 2.39550 -4.74795 2.65634 -0.07
C 2.34780 -4.72243 1.26910 -0.07
C 1.59951 -3.74774 0.61101 -0.11
C 0.96055 -2.81735 1.40262 -0.16
C 0.93533 -2.83269 2.77863 -0.11
C 1.70027 -3.81228 3.40963 -0.07
H 2.97044 -5.51591 3.15598 0.11
H 2.88362 -5.46129 0.68770 0.11
H 1.55131 -3.73107 -0.47164 0.10
H 0.36715 -2.11227 3.35240 0.10
H 1.73643 -3.84497 4.49077 0.11
```

=====

Look up the DFT total energy of the third one. -733.896629 a.u.

=====

Which of these has the highest DFT total energy? C3H6O2S

=====

Which of these has the highest net charge? C20H21BIN9OPd

=====

Which formula does entry 1 have? C23H27N3O6S2